138
Properties=species:S:1:pos:R:3:mulliken_charge:R:1 method="wB97M-V/def2-TZVPD" gap_ha=0.142 e_tot_ha=-3556.49038 largest_force_ev_per_a=7.2
C 1.3994 0.3603 -3.8987 -1.566
C 2.0483 0.2372 -2.4748 1.067
N 0.9547 -0.3127 -1.6582 1.373
C 0.2273 -1.4680 -1.8312 -1.168
C -0.6772 -1.6036 -0.8254 -0.320
N -0.5804 -0.5612 0.0805 1.416
C 0.5122 0.2303 -0.4220 -1.359
C -1.5148 -0.2735 1.1215 -0.425
H 2.1080 0.5118 -4.7130 0.501
H 0.7760 1.2507 -3.9804 0.257
H 0.7638 -0.4224 -4.3128 0.246
H 2.2230 1.2128 -2.0211 -0.465
H 2.8693 -0.4772 -2.4152 -0.133
H 0.3552 -2.1035 -2.6951 0.761
H -1.4630 -2.3230 -0.6485 0.009
H 0.8960 1.1172 0.0603 0.369
H -2.0498 0.6164 0.7898 0.385
H -0.9565 -0.2687 2.0577 0.386
H -2.1321 -1.1521 1.3083 -0.583
C 5.2531 -0.1134 -3.3711 -0.672
C 6.7483 -0.5598 -3.2215 0.198
C 7.1427 -0.6542 -1.7778 -0.962
O 7.0450 -1.8633 -3.7875 -0.932
H 4.6861 -0.9984 -3.0822 0.257
H 4.8744 0.1175 -4.3667 0.322
H 4.9678 0.7373 -2.7522 0.042
H 7.3460 0.2240 -3.6866 0.239
H 8.1909 -0.8230 -1.5310 0.411
H 6.6485 -1.5487 -1.3988 0.203
H 6.7976 0.1838 -1.1721 -0.018
C -5.5057 1.5246 0.2670 -0.637
C -6.6491 0.9533 -0.3199 -0.801
C -7.2407 -0.2150 0.3261 0.917
C -6.6454 -0.7718 1.4107 -0.324
C -5.5638 -0.1204 2.0405 -0.378
C -5.0992 1.0927 1.5321 0.159
O -4.2394 1.7864 2.2505 -0.503
O -8.3356 -0.8818 -0.0719 -0.593
H -5.0098 2.4351 -0.0355 0.515
H -7.0427 1.3359 -1.2500 0.452
H -6.8769 -1.7022 1.9077 0.206
H -5.0111 -0.4107 2.9218 0.468
H -3.7381 1.3607 2.9499 0.178
H -8.6416 -1.5772 0.5149 0.296
C -2.5131 0.3309 6.6114 -0.507
C -1.7920 0.8236 7.7392 -0.714
C -0.4218 0.5547 7.8153 0.734
C 0.1855 -0.0488 6.7278 -0.667
C -0.4942 -0.4345 5.6077 -0.113
C -1.8874 -0.3010 5.5799 0.223
O -2.6002 -0.7969 4.5739 -0.358
O 0.2833 0.9084 8.9372 -0.570
H -3.5766 0.4459 6.4629 0.407
H -2.2498 1.3411 8.5693 0.303
H 1.2640 -0.1001 6.7010 0.384
H -0.0394 -0.7855 4.6932 0.432
H -2.2496 -1.6001 4.1820 0.278
H -0.1284 1.2733 9.7240 0.312
C -1.9661 -4.0677 3.0126 0.485
O -1.5428 -3.0321 3.4671 -0.747
N -1.5536 -4.6070 1.8647 -0.123
N -2.7481 -4.8657 3.6507 -0.346
H -1.9196 -5.5048 1.5817 0.196
H -0.7965 -4.1114 1.4161 0.139
H -3.2747 -5.4581 3.0248 0.171
H -3.1170 -4.5313 4.5294 0.284
C 2.7105 4.9733 1.2573 0.430
O 2.3776 5.5753 2.2813 -0.741
N 2.0241 3.9646 0.8299 0.144
N 3.7176 5.2383 0.5003 -0.155
H 2.1632 3.7106 -0.1377 -0.214
H 1.0909 3.8450 1.1971 0.154
H 4.4219 5.9233 0.7345 0.200
H 3.6889 4.9484 -0.4668 0.146
C -0.2161 2.3840 3.6834 0.539
O -1.4205 2.6596 3.5303 -0.786
N 0.5994 3.0384 4.3911 -0.244
N 0.4801 1.6866 2.8402 0.599
H 1.5474 2.6904 4.3748 0.131
H 0.2423 3.8809 4.8186 0.296
H 1.4388 1.4058 2.9890 -0.031
H -0.1565 1.2229 2.2079 -0.483
C 4.0070 3.6330 -2.8707 0.429
O 3.4630 3.4710 -1.7891 -0.710
N 3.4427 3.1998 -4.0140 -0.302
N 5.1099 4.2432 -3.0668 -0.361
H 4.0303 3.2505 -4.8339 0.256
H 2.7692 2.4546 -3.9079 0.061
H 5.3565 4.3621 -4.0389 0.128
H 5.8229 4.4912 -2.3958 0.250
C 4.0440 0.7660 1.0890 0.319
O 2.8936 0.6224 1.3521 -0.329
N 5.0395 0.0858 1.5888 -0.319
N 4.5352 1.6189 0.2583 0.017
H 5.8983 0.5705 1.3707 0.156
H 4.9081 -0.5813 2.3357 0.279
H 3.8802 2.3322 -0.0286 -0.211
H 5.5067 1.8941 0.2341 0.298
C -0.4035 -3.9351 -4.7102 0.834
O 0.8073 -4.0024 -4.6277 -0.689
N -1.1788 -4.4535 -3.8634 -0.314
N -0.9668 -3.3574 -5.7412 -0.441
H -0.8923 -4.8699 -2.9890 0.184
H -2.1482 -4.2728 -4.0819 0.103
H -0.2948 -3.1354 -6.4618 0.236
H -1.9652 -3.3046 -5.8847 0.154
C -4.0717 -3.1825 -0.1359 0.459
O -3.9065 -2.0194 -0.3985 -0.014
N -4.3187 -3.6687 1.0701 -0.421
N -4.0371 -4.1500 -1.0641 -0.455
H -4.5143 -4.6523 1.1903 0.177
H -4.4035 -2.8950 1.7138 0.070
H -4.5125 -4.9845 -0.7515 0.144
H -3.6963 -4.0884 -2.0129 0.114
C -0.2828 4.1214 -3.1100 0.449
O -0.6225 2.9926 -2.7114 -0.467
N -1.0680 4.9321 -3.7314 -0.599
N 0.7743 4.8188 -2.7927 -0.238
H -1.8359 4.3236 -3.9767 0.315
H -0.8537 5.4622 -4.5639 0.267
H 0.6253 5.7864 -3.0407 0.169
H 1.6059 4.5542 -2.2844 0.210
C -3.6267 0.2314 -3.5634 0.657
O -3.4033 0.9044 -4.5704 -0.773
N -2.8951 0.1090 -2.5365 0.335
N -4.7225 -0.4861 -3.3975 -0.287
H -3.2860 -0.4356 -1.7810 -0.046
H -2.0262 0.6238 -2.5263 -0.138
H -4.7535 -1.0807 -2.5817 0.070
H -5.2996 -0.6317 -4.2135 0.226
C 2.0821 -3.4690 0.1286 0.428
O 1.0158 -3.4806 0.7105 -0.695
N 2.3607 -4.2802 -0.8204 -0.395
N 3.0737 -2.6233 0.3680 -0.221
H 1.4404 -4.6129 -1.0702 0.180
H 3.1547 -4.9040 -0.8405 0.233
H 3.8860 -2.8434 -0.1904 0.092
H 3.0202 -2.1172 1.2404 0.139

114
Properties=species:S:1:pos:R:3:mulliken_charge:R:1 method="wB97M-V/def2-TZVPD" gap_ha=0.293 e_tot_ha=-2044.32228 largest_force_ev_per_a=3.4 charge=+1
C -5.5274 -2.6802 -6.0431 -1.091
C -4.2879 -3.3107 -6.7397 -0.156
O -4.3835 -4.7304 -6.9456 -0.413
C -3.5023 -5.4634 -6.1072 -0.500
C -3.8393 -5.1891 -4.6275 0.167
N -2.8063 -4.8738 -3.8201 -0.311
C -3.4617 -4.6544 -2.6064 0.664
N -2.7053 -4.2833 -1.5939 0.026
C -3.2780 -3.9736 -0.2612 -0.804
C -2.9747 -2.4353 0.0243 -0.625
C -2.2337 -2.1907 1.3822 -0.408
C -3.3235 -1.9195 2.4747 -0.590
O -2.6552 -1.4957 3.6643 -0.323
C -3.2936 -0.3867 4.2397 0.427
C -2.7968 1.0471 3.9315 -0.540
O -4.1812 -0.5810 4.9857 -0.491
N -4.7873 -4.8486 -2.6943 -0.057
N -5.0123 -5.1889 -3.9951 -0.080
H -6.4949 -3.0241 -6.4536 0.274
H -5.4682 -1.5861 -6.2445 0.386
H -5.5201 -2.7778 -4.9377 0.292
H -4.2189 -2.8498 -7.7499 0.318
H -3.3608 -2.9982 -6.2100 0.249
H -2.4830 -5.0377 -6.2639 0.366
H -3.4329 -6.5353 -6.3631 0.309
H -1.7049 -4.1570 -1.7092 0.074
H -4.3787 -4.0701 -0.2522 0.207
H -2.7897 -4.6222 0.4919 0.383
H -2.2985 -2.0715 -0.7828 0.379
H -3.9116 -1.8538 -0.0915 0.388
H -1.5522 -3.0235 1.6411 0.287
H -1.6147 -1.2774 1.2476 0.291
H -3.8868 -2.8657 2.6151 0.205
H -3.9726 -1.1166 2.0614 0.392
H -2.2378 1.1058 2.9812 0.267
H -2.1268 1.3195 4.7728 0.168
H -3.6756 1.7112 3.9835 0.331
H -5.4639 -4.7456 -1.9483 0.222
H -5.9071 -5.3823 -4.4307 0.291
C 0.1697 4.2185 5.1905 -0.685
C 0.0988 4.3760 3.6814 -0.373
O -1.2156 4.2626 3.1554 -0.400
C -2.1649 5.2068 3.6256 -0.288
C -1.7889 6.6487 3.3321 -1.177
H -0.2449 3.2538 5.4936 0.152
H 1.2060 4.2778 5.5299 0.207
H -0.3952 4.9946 5.7088 0.273
H 0.6841 3.5812 3.2158 0.324
H 0.5531 5.3204 3.3654 0.314
H -2.3467 5.0594 4.6958 0.323
H -3.1033 4.9746 3.1178 0.365
H -0.8582 6.9370 3.8225 0.270
H -2.5736 7.3224 3.6802 0.400
H -1.6529 6.7959 2.2587 0.303
C 0.6349 -5.7649 -3.4734 -0.990
C 1.1305 -4.5441 -2.7169 -0.500
O 1.3474 -4.7784 -1.3362 -0.397
C 2.3080 -5.7751 -1.0087 -0.350
C 3.6986 -5.4793 -1.5411 -1.035
H -0.2926 -6.1343 -3.0287 0.233
H 0.4480 -5.5117 -4.5185 0.350
H 1.3559 -6.5824 -3.4540 0.372
H 0.3721 -3.7580 -2.7778 0.413
H 2.0339 -4.1365 -3.1803 0.351
H 1.9609 -6.7586 -1.3428 0.313
H 2.3457 -5.8153 0.0809 0.320
H 3.7197 -5.4342 -2.6311 0.266
H 4.3969 -6.2552 -1.2248 0.392
H 4.0531 -4.5169 -1.1668 0.295
C -8.9099 -2.5441 -10.5303 -1.030
C -8.6329 -1.1736 -9.9360 -0.331
O -7.4955 -1.1389 -9.0861 -0.418
C -6.2579 -1.4927 -9.6792 0.054
C -5.8582 -0.5998 -10.8409 -1.221
H -9.0440 -3.2837 -9.7375 0.273
H -9.8134 -2.5164 -11.1411 0.396
H -8.0908 -2.8880 -11.1636 0.260
H -9.4829 -0.8767 -9.3202 0.337
H -8.5418 -0.4176 -10.7220 0.320
H -6.2712 -2.5468 -9.9802 0.291
H -5.5061 -1.4060 -8.8914 0.033
H -6.5735 -0.6527 -11.6622 0.302
H -4.8816 -0.8959 -11.2277 0.396
H -5.8052 0.4422 -10.5194 0.316
C 6.0410 3.2840 5.4321 -0.885
C 5.2423 4.4788 5.9237 -0.328
O 4.0416 4.1272 6.5930 -0.384
C 4.1823 3.3283 7.7568 -0.343
C 5.0191 3.9778 8.8454 -1.000
H 5.4354 2.6693 4.7615 0.320
H 6.9314 3.6175 4.8961 0.242
H 6.3681 2.6459 6.2539 0.245
H 4.9479 5.0844 5.0646 0.341
H 5.8566 5.1233 6.5606 0.256
H 4.5796 2.3421 7.4928 0.311
H 3.1722 3.1628 8.1368 0.338
H 6.0442 4.1605 8.5197 0.201
H 5.0571 3.3356 9.7269 0.383
H 4.5901 4.9400 9.1325 0.306
C 11.6059 6.1093 6.8734 -1.016
C 10.9455 4.8057 6.4571 -0.368
O 9.6295 4.9684 5.9532 -0.347
C 9.4955 5.7854 4.8003 -0.344
C 10.2773 5.2762 3.6014 -1.077
H 11.0030 6.6177 7.6290 0.286
H 12.5975 5.9167 7.2864 0.389
H 11.7231 6.7945 6.0326 0.262
H 10.8597 4.1586 7.3313 0.311
H 11.5654 4.2671 5.7328 0.305
H 9.7669 6.8199 5.0362 0.343
H 8.4323 5.7941 4.5510 0.313
H 11.3510 5.2523 3.7929 0.266
H 10.1054 5.9194 2.7366 0.401
H 9.9673 4.2600 3.3482 0.282

132
Properties=species:S:1:pos:R:3:mulliken_charge:R:1 method="wB97M-V/def2-TZVPD" gap_ha=0.285 de_lowest_kcal_mol=36.4 e_tot_ha=-6518.18858 largest_force_ev_per_a=3.2 charge=+1
C 0.4336 -1.2272 0.8264 -0.939
C 1.2701 -1.6937 -0.1549 -0.346
C 1.0502 -1.1312 -1.5520 0.559
N 0.1695 -0.0587 -1.7650 0.017
C 0.1154 0.2889 -3.0801 -0.047
C -0.7348 1.4502 -3.6565 -0.854
C -2.2991 1.2344 -3.5866 -0.440
C -2.8241 0.5308 -2.2842 -0.620
I -2.8023 -1.6543 -2.4307 0.089
N 0.9772 -0.5657 -3.7322 0.158
C 1.5956 -1.4635 -2.8418 0.106
C 2.6522 -2.5708 -3.0649 -0.040
C 2.3032 -3.4162 -4.3602 -0.271
C 2.4367 -4.9445 -4.0140 0.321
O 1.9165 -5.4633 -3.0750 -0.466
O 3.2054 -5.7251 -4.9099 -0.493
H -0.5670 -0.8196 0.5187 0.106
H 0.7304 -1.2131 1.8990 0.388
H 2.0539 -2.4555 0.0791 0.399
H -0.3576 0.4267 -1.0452 0.270
H -0.4082 2.3906 -3.1409 0.353
H -0.4483 1.5437 -4.7419 0.304
H -2.7241 0.7241 -4.4951 0.357
H -2.7579 2.2671 -3.5889 0.339
H -3.9190 0.7868 -2.2043 0.140
H -2.3541 0.8851 -1.3336 0.366
H 1.1504 -0.5436 -4.7391 0.299
H 3.7035 -2.1861 -3.1674 0.021
H 2.6052 -3.2507 -2.1696 0.292
H 1.2742 -3.1818 -4.7551 0.356
H 3.0252 -3.1121 -5.1633 0.102
H 2.6724 -5.7412 -5.7323 0.345
C 1.1905 0.8680 5.3538 -0.698
S 0.8326 -0.8938 5.4053 0.406
O 0.5037 -1.3233 4.0086 -0.648
C -0.7246 -0.7427 6.2948 -0.573
H 2.1168 1.0153 4.7997 0.264
H 0.3780 1.3993 4.8517 0.232
H 1.3142 1.2423 6.3663 0.337
H -1.4079 -0.1136 5.7230 -0.053
H -0.5418 -0.3117 7.2797 0.368
H -1.1564 -1.7366 6.4103 0.368
C -6.9243 -2.1906 -2.2475 -0.656
S -7.1104 -0.7796 -3.3510 0.350
O -5.9805 0.1657 -3.0667 -0.522
C -8.5834 -0.1153 -2.5552 -0.861
H -6.0294 -2.7409 -2.5378 0.051
H -6.8213 -1.8447 -1.2175 0.289
H -7.7940 -2.8415 -2.3411 0.400
H -8.3782 0.0978 -1.5078 0.242
H -9.3958 -0.8385 -2.6395 0.407
H -8.8662 0.8065 -3.0626 0.319
C 6.2944 -2.8272 -6.5449 -1.042
S 6.4551 -2.6602 -4.7586 0.455
O 5.2789 -1.8648 -4.2769 -0.623
C 7.8718 -1.5529 -4.7963 -0.765
H 5.4319 -3.4597 -6.7558 0.312
H 6.1456 -1.8460 -6.9979 0.322
H 7.1929 -3.2954 -6.9475 0.423
H 7.6245 -0.6514 -5.3577 0.315
H 8.7195 -2.0625 -5.2573 0.464
H 8.1243 -1.2824 -3.7724 0.062
C -4.3717 -6.3187 -5.6542 -0.929
S -4.2171 -6.1191 -3.8697 0.430
O -5.3671 -5.2894 -3.4119 -0.551
C -2.7718 -5.0434 -3.9271 -0.865
H -5.2480 -6.9334 -5.8560 0.327
H -4.4947 -5.3437 -6.1281 0.288
H -3.4826 -6.8172 -6.0428 0.352
H -2.9992 -4.1488 -4.5098 0.278
H -1.9325 -5.5794 -4.3726 0.396
H -2.5170 -4.7578 -2.9063 0.249
C 4.3802 3.5652 7.1343 -0.967
S 4.3931 1.8367 6.6247 0.593
O 3.2447 1.1645 7.2978 -0.599
C 5.8845 1.3870 7.5301 -1.016
H 3.4977 4.0424 6.7091 0.310
H 4.3404 3.6312 8.2224 0.316
H 5.2763 4.0615 6.7593 0.365
H 5.7486 1.5911 8.5929 0.310
H 6.7305 1.9556 7.1422 0.377
H 6.0667 0.3228 7.3850 0.329
C -4.2788 2.8546 4.8844 -1.068
S -2.7598 1.9964 4.4414 0.478
O -1.6783 3.0192 4.3451 -0.660
C -3.2670 1.5861 2.7605 -0.811
H -4.1751 3.2372 5.8992 0.436
H -4.4503 3.6844 4.2005 0.314
H -5.1160 2.1568 4.8450 0.349
H -3.5028 2.4994 2.2113 0.327
H -4.1382 0.9303 2.7932 0.443
H -2.4422 1.0686 2.2699 0.138
C 4.9148 0.3160 -1.2569 -0.423
S 6.2498 1.2549 -2.0215 0.354
O 7.3364 0.2907 -2.3545 -0.504
C 6.7474 2.1270 -0.5254 -0.904
H 4.4795 -0.3376 -2.0129 -0.268
H 5.3070 -0.2869 -0.4361 0.374
H 4.1517 1.0033 -0.8878 0.435
H 7.0251 1.4093 0.2495 0.239
H 5.9245 2.7550 -0.1809 0.374
H 7.6062 2.7538 -0.7631 0.337
C 11.2400 -1.2124 0.7871 -1.006
S 9.6223 -0.6299 0.2458 0.645
O 8.9388 -0.0404 1.4344 -0.655
C 8.9169 -2.2656 -0.0253 -0.885
H 11.8467 -0.3464 1.0494 0.326
H 11.1306 -1.8573 1.6602 0.300
H 11.7204 -1.7580 -0.0262 0.356
H 8.9541 -2.8442 0.8990 0.414
H 9.4743 -2.7759 -0.8119 0.340
H 7.8798 -2.1441 -0.3371 0.163
C -8.9114 4.8493 5.1345 -0.949
S -7.5443 5.7649 4.4004 0.442
O -6.4470 4.7887 4.1320 -0.530
C -7.1039 6.6724 5.8933 -1.001
H -9.3206 4.1787 4.3795 0.307
H -8.5540 4.2657 5.9840 0.303
H -9.6851 5.5475 5.4559 0.389
H -6.8608 5.9733 6.6947 0.297
H -7.9373 7.3102 6.1897 0.401
H -6.2343 7.2914 5.6753 0.319
C -7.1832 4.2223 -0.4802 -0.945
S -7.2032 2.4884 -0.9732 0.594
O -8.3464 1.8404 -0.2678 -0.694
C -5.6991 2.0288 -0.0934 -1.089
H -8.0681 4.7063 -0.8920 0.377
H -7.1992 4.3004 0.6081 0.183
H -6.2888 4.7030 -0.8790 0.359
H -5.8102 2.2462 0.9704 0.496
H -4.8538 2.5828 -0.5051 0.420
H -5.5344 0.9601 -0.2319 0.261